The following is a quantum chemistry calculation of the molecule C6H13NO4 at a distorted geometry, from the OMol25 dataset.

Results
- DFT total energy (hartree) = -592.02243
- SMILES string = OC[C@H]1NC[C@H](O)[C@H](O)[C@H]1O
- maximum force (eV/A) = 6.47

Geometry as XYZ:
```
24
Properties=species:S:1:pos:R:3:mulliken_charge:R:1
O -3.08 -0.13 -0.41 -0.56
C -2.09 0.87 -0.17 -1.06
C -0.96 0.35 0.59 0.14
N -0.81 -1.08 0.34 -0.21
C 0.19 -1.67 -0.44 -1.33
C 1.44 -1.04 -0.34 0.33
O 2.09 -1.21 1.02 -0.55
C 1.16 0.43 -0.67 -0.53
O 2.43 1.18 -0.93 -0.57
C 0.44 1.04 0.57 -0.08
O 0.57 2.48 0.47 -0.61
H -2.56 -0.81 -0.76 0.34
H -1.83 1.36 -1.05 0.39
H -2.58 1.52 0.40 0.46
H -1.39 0.38 1.56 0.51
H -1.07 -1.67 1.09 0.22
H 0.14 -2.67 -0.20 0.72
H -0.17 -1.69 -1.52 0.19
H 2.34 -1.56 -0.89 0.25
H 1.68 -2.06 1.17 0.36
H 0.54 0.46 -1.61 0.21
H 2.02 2.01 -1.02 0.39
H 1.08 0.76 1.41 0.62
H 0.40 2.74 1.40 0.37
```